# 1
{
  "formula": "C20H31O3Sn",
  "method": "ωB97M-V/def2-TZVPD",
  "elements": ["Sn", "O", "O", "O", "C", "C", "C", "C", "C", "C", "C", "C", "C", "C", "C", "C", "C", "C", "C", "C", "C", "C", "C", "C", "H", "H", "H", "H", "H", "H", "H", "H", "H", "H", "H", "H", "H", "H", "H", "H", "H", "H", "H", "H", "H", "H", "H", "H", "H", "H", "H", "H", "H", "H", "H"],
  "coordinates": [[-1.737, 1.386, -0.915], [-2.727, 3.517, 0.642], [0.514, -0.178, 0.684], [1.501, -2.343, -2.805], [0.548, 2.744, 0.134], [-0.577, 3.422, -0.414], [2.584, -3.254, -2.449], [-3.474, -0.056, 0.366], [2.993, -4.150, -3.626], [-0.612, 3.516, 1.958], [-3.865, 1.153, 1.053], [-2.570, -0.766, 1.259], [1.329, -2.153, 0.822], [1.145, -2.626, -4.162], [-3.667, 4.369, 1.291], [1.956, -3.833, -4.710], [1.611, -0.763, 1.442], [-3.169, 1.196, 2.282], [-1.379, 4.002, 0.766], [0.505, 2.834, 1.550], [-2.350, 0.043, 2.391], [2.896, -0.115, 0.947], [1.358, -0.648, 2.936], [0.402, -1.391, -0.137], [3.432, -2.657, -2.078], [0.768, -2.842, 1.491], [-0.879, 3.805, 2.983], [3.141, 0.767, 1.553], [-4.653, 1.820, 0.697], [-2.252, -1.810, 1.176], [-3.416, 5.414, 1.000], [2.226, -1.038, 3.488], [0.491, -1.263, 3.224], [2.167, -2.682, 0.346], [0.060, -2.798, -4.191], [3.759, -0.799, 0.997], [-3.623, 4.260, 2.405], [-3.246, 1.934, 3.082], [1.289, 2.487, 2.222], [-0.644, -1.702, -0.217], [4.013, -3.908, -3.926], [1.275, -4.686, -4.845], [1.197, 0.394, 3.257], [0.844, -1.231, -1.130], [2.771, 0.201, -0.103], [-1.716, -0.196, 3.254], [1.366, 2.316, -0.443], [1.378, -1.754, -4.790], [2.438, -3.580, -5.664], [-1.414, 5.109, 0.825], [2.243, -3.924, -1.639], [-0.535, 4.026, -1.315], [2.932, -5.201, -3.339], [-3.963, -0.440, -0.533], [-4.666, 4.072, 0.910]],
  "lumo_ev": [2.5, 2.5],
  "total_energy_ha": -1220.4672,
  "gap_ev": [4.213, 3.816],
  "total_charge": -1,
  "relative_energy_kcal_mol": 0.0,
  "max_force_ev_per_a": 2.373
}

# 2
{
  "formula": "C20H31O3Sn",
  "method": "ωB97M-V/def2-TZVPD",
  "elements": ["Sn", "O", "O", "O", "C", "C", "C", "C", "C", "C", "C", "C", "C", "C", "C", "C", "C", "C", "C", "C", "C", "C", "C", "C", "H", "H", "H", "H", "H", "H", "H", "H", "H", "H", "H", "H", "H", "H", "H", "H", "H", "H", "H", "H", "H", "H", "H", "H", "H", "H", "H", "H", "H", "H", "H"],
  "coordinates": [[-1.789, 0.791, 1.314], [2.059, -0.772, -1.471], [-3.148, -0.174, -0.876], [0.198, 2.021, 3.448], [-4.541, -0.046, -0.383], [0.603, 2.352, 4.763], [0.098, -2.316, 2.050], [0.049, 2.649, 0.093], [2.718, -0.239, -3.844], [-5.544, -0.527, -1.430], [1.318, -1.968, -1.940], [-3.240, -0.703, -2.230], [-0.702, -1.533, 2.952], [1.467, -1.971, 2.275], [1.503, -0.905, 3.232], [1.705, 2.808, 1.719], [0.393, 3.039, 2.450], [0.188, -0.729, 3.728], [4.489, -0.796, -2.113], [3.064, -1.018, -2.544], [1.427, 2.555, 0.392], [2.522, -2.526, -2.651], [-4.702, -0.929, -2.628], [-0.618, 2.947, 1.300], [1.925, 0.469, -3.612], [1.395, 3.087, 4.776], [0.558, -1.647, -2.661], [2.145, 2.231, -0.342], [-4.836, -1.953, -2.957], [2.674, 2.695, 2.259], [-4.903, -0.253, -3.459], [-2.655, -1.633, -2.246], [-0.319, 2.566, -0.924], [-0.275, 2.667, 5.279], [-4.632, 1.024, -0.152], [-6.136, -1.329, -0.988], [0.471, 4.069, 2.841], [0.926, 1.446, 5.251], [-0.130, -0.013, 4.462], [-1.771, -1.585, 3.052], [-4.611, -0.642, 0.540], [4.752, -1.576, -1.384], [3.048, -3.220, -2.015], [-0.312, -2.896, 1.232], [-1.394, 3.690, 1.462], [2.332, -2.327, 1.729], [0.858, -2.663, -1.253], [-6.235, 0.280, -1.674], [2.342, -0.254, 3.408], [5.144, -0.927, -2.987], [2.345, -0.964, -4.557], [-2.815, 0.025, -2.932], [4.615, 0.231, -1.783], [3.559, 0.285, -4.316], [2.415, -2.891, -3.653]],
  "lumo_ev": [2.6, 2.6],
  "total_energy_ha": -1220.4295,
  "gap_ev": [4.670, 4.611],
  "total_charge": -1,
  "relative_energy_kcal_mol": 23.6,
  "max_force_ev_per_a": 2.937
}

# 3
{
  "formula": "C20H31O5SV",
  "method": "ωB97M-V/def2-TZVPD",
  "elements": ["V", "S", "O", "O", "O", "O", "O", "C", "C", "C", "C", "C", "C", "C", "C", "C", "C", "C", "C", "C", "C", "C", "C", "C", "C", "C", "C", "H", "H", "H", "H", "H", "H", "H", "H", "H", "H", "H", "H", "H", "H", "H", "H", "H", "H", "H", "H", "H", "H", "H", "H", "H", "H", "H", "H", "H", "H", "H"],
  "coordinates": [[-0.407, -0.609, 2.628], [0.849, 1.677, 4.206], [0.773, 1.144, 2.772], [0.140, -0.231, -3.521], [0.606, 0.591, 5.168], [1.140, 0.713, -1.620], [0.070, 2.888, 4.365], [1.443, -1.718, -4.933], [0.192, 1.051, -4.226], [-1.076, -1.776, -4.886], [0.120, 0.405, -5.597], [-1.229, 1.190, -1.335], [-0.024, -2.785, 2.878], [-2.500, -0.072, 1.784], [-2.167, 1.032, 2.633], [0.162, -0.918, -4.787], [1.517, -1.605, 1.614], [0.846, -2.086, 3.779], [1.057, 1.943, -0.847], [1.798, -1.367, 2.991], [-0.338, 2.471, -1.215], [0.380, -2.468, 1.537], [2.579, 2.135, 4.368], [-2.521, -1.258, 2.585], [-0.153, 0.099, -1.179], [-2.181, -0.885, 3.928], [-1.976, 0.533, 3.953], [1.927, 2.551, -1.101], [-0.802, 3.212, -0.547], [-0.952, -2.642, -4.224], [-0.103, -0.092, -0.074], [2.135, -1.274, 0.776], [1.535, -2.073, -5.960], [-0.830, 0.585, -6.094], [2.678, -0.855, 3.389], [-2.146, -1.538, 4.792], [3.186, 1.249, 4.620], [-1.186, -2.113, -5.915], [-2.852, -0.009, 0.760], [-2.171, 2.082, 2.352], [-0.825, -3.471, 3.160], [1.112, 1.597, -4.018], [-1.800, 1.181, -2.277], [2.655, 2.895, 5.167], [-0.413, -0.890, -1.607], [-1.941, 1.088, -0.507], [1.009, 1.740, 0.245], [-1.956, -1.196, -4.595], [0.793, -2.114, 4.867], [-0.021, -2.910, 0.622], [2.317, -1.111, -4.676], [0.972, 0.590, -6.242], [-0.683, 1.654, -3.978], [-0.300, 2.898, -2.230], [-1.906, 1.128, 4.854], [-2.845, -2.239, 2.249], [1.404, -2.573, -4.253], [2.909, 2.554, 3.404]],
  "lumo_ev": [-5.6, -5.0],
  "total_energy_ha": -2498.7351,
  "gap_ev": [5.962, 6.530],
  "total_charge": 1,
  "relative_energy_kcal_mol": 1.5,
  "multiplicity": 2,
  "max_force_ev_per_a": 3.402
}

# 4
{
  "formula": "C20H32Cl4O12",
  "method": "ωB97M-V/def2-TZVPD",
  "elements": ["Cl", "Cl", "Cl", "Cl", "O", "O", "O", "O", "O", "O", "O", "O", "O", "O", "O", "O", "C", "C", "C", "C", "C", "C", "C", "C", "C", "C", "C", "C", "C", "C", "C", "C", "C", "C", "C", "C", "H", "H", "H", "H", "H", "H", "H", "H", "H", "H", "H", "H", "H", "H", "H", "H", "H", "H", "H", "H", "H", "H", "H", "H", "H", "H", "H", "H", "H", "H", "H", "H"],
  "coordinates": [[-1.687, 1.479, 0.525], [-1.415, 0.593, 3.848], [2.675, 2.150, 0.835], [0.805, 2.954, 3.929], [1.635, 4.103, -3.014], [0.329, -1.986, 0.411], [-4.548, 3.751, -4.005], [-0.993, -3.815, 0.906], [0.820, 2.001, -2.974], [-2.617, 2.779, -3.728], [5.259, -3.568, 0.267], [4.452, -3.526, -1.851], [-1.847, -1.832, 1.037], [-2.757, 4.411, -5.236], [2.922, 2.262, -3.501], [3.655, -2.098, -0.160], [-2.323, -4.040, 1.348], [4.886, -3.063, 1.568], [0.924, 2.421, 0.486], [-0.784, -2.528, 0.697], [1.808, 2.916, -3.169], [-3.300, 3.706, -4.393], [-2.044, -4.940, 2.542], [4.256, -1.742, 1.095], [4.367, -3.175, -0.667], [-4.807, 2.828, -2.935], [-2.924, -2.638, 1.523], [3.620, 0.406, -2.439], [3.126, -1.232, 1.984], [-1.216, 1.621, 5.323], [0.277, 2.092, 5.485], [-3.505, 2.011, -2.908], [-6.139, 2.002, -3.167], [2.695, 0.838, -3.502], [1.248, 0.662, -3.200], [0.060, 1.153, 0.658], [-1.560, -4.230, 3.212], [-6.179, 1.306, -2.329], [0.296, 0.439, -0.131], [0.258, 0.751, 1.651], [1.149, 0.038, -2.311], [4.615, 0.824, -2.590], [3.491, -0.626, 2.813], [5.027, -1.045, 0.768], [-3.642, 1.062, -3.427], [-3.307, -2.581, 2.542], [3.273, 0.564, -1.417], [-2.856, -5.427, 3.082], [-4.804, 3.374, -1.992], [0.432, 2.788, 6.309], [-3.077, 1.714, -1.951], [-1.285, -5.722, 2.524], [4.200, -3.716, 2.109], [0.813, 2.828, -0.519], [2.242, -0.864, 1.463], [3.698, -0.663, -2.638], [-7.052, 2.597, -3.118], [2.811, 0.366, -4.478], [-1.969, 2.393, 5.479], [-3.866, -2.654, 0.974], [0.637, 0.334, -4.041], [-6.114, 1.355, -4.044], [5.703, -3.028, 2.289], [0.965, 1.255, 5.606], [0.684, 3.153, 1.258], [-2.856, -4.472, 0.502], [-1.331, 0.906, 6.139], [2.690, -1.977, 2.649]],
  "lumo_ev": [-3.5, -10.0],
  "total_energy_ha": -3524.5239,
  "gap_ev": [8.683, 2.173],
  "total_charge": 1,
  "multiplicity": 2,
  "max_force_ev_per_a": 6.952
}